C3H13N2OS2 | ωB97M-V/def2-TZVPD

Geometry as XYZ:
```
21
Properties=species:S:1:pos:R:3:forces:R:3:lowdin_charge:R:1
S 2.6891 -2.1960 0.3553 0.84 0.27 -0.80 0.380
S 1.2822 -2.2862 1.7731 -0.20 -0.77 1.09 0.505
C -0.1387 -1.2685 1.3693 0.20 0.73 -0.76 -0.514
C 0.1519 0.0323 0.5989 -1.01 -1.52 1.36 -0.350
C -1.0991 0.8696 0.4919 -0.98 0.45 -0.65 -0.234
N -2.1440 0.1575 -0.2239 0.34 -0.58 -0.71 0.028
N 0.5365 -0.3343 -0.8008 0.39 0.63 -0.07 0.175
H 2.4262 -3.2083 -0.5059 -0.28 -0.01 0.25 -0.148
H -0.5146 -0.9962 2.3430 -0.16 0.11 0.43 0.088
H -0.9273 -1.8040 0.8605 -0.08 -0.46 -0.18 0.074
H 0.9529 0.5168 1.1509 0.26 0.40 -0.58 0.156
H -0.8511 1.6922 -0.1600 0.12 0.57 0.05 0.088
H -1.4549 1.3071 1.4154 0.39 -0.14 0.65 0.131
H -2.8631 0.7313 -0.6349 0.10 0.17 0.12 0.090
H -2.5654 -0.6435 0.2118 -0.11 0.08 0.41 0.072
H 1.5587 -0.4036 -0.8463 -0.09 0.07 -0.33 0.081
H 0.1327 0.3966 -1.3956 0.40 0.01 -0.40 0.131
H 0.1778 -1.2365 -1.1095 -0.27 0.04 0.19 0.158
H 1.5483 2.7030 -1.2590 0.06 0.14 0.00 0.061
H 0.4712 3.3656 -2.1013 -0.11 0.01 -0.08 0.069
O 0.6305 2.6050 -1.5329 0.20 -0.20 -0.01 -0.039
```
Positions in Å, forces in eV/Å.

Kohn-Sham gap   10.0 eV
Maximum force   2.276 eV/Å
LUMO   -3.020 eV
Relative energy (zero: lowest compared OMol25 entry of this formula, charge and spin)   69.0 kJ/mol
Charge   +1


C3H13N3 | ωB97M-V/def2-TZVPD

Geometry as XYZ:
```
19
Properties=species:S:1:pos:R:3:forces:R:3:lowdin_charge:R:1
C -2.3372 0.8270 -0.8159 -0.79 1.20 0.21 -0.177
N -1.1470 0.5065 -1.5369 1.56 0.43 -1.46 -0.209
C -0.1642 1.6356 -1.6338 -1.86 -1.11 0.57 -0.114
H -3.1996 0.2743 -1.1901 0.19 -0.42 0.32 0.076
H -2.1499 0.6440 0.2546 -0.43 -0.04 -0.22 0.067
H -2.6847 1.8993 -0.9032 0.55 -0.63 0.00 0.084
H -1.2762 0.1951 -2.4889 -0.69 -0.17 0.11 0.089
H -0.5950 2.4901 -2.1646 -0.22 0.38 0.56 0.068
H 0.6467 1.3464 -2.2740 0.83 -0.43 0.33 0.063
H 0.0425 1.7920 -0.5714 0.81 0.76 -0.46 0.074
N 1.7896 -0.3717 2.2341 2.11 -0.41 -1.30 -0.012
C 1.6615 -1.4614 1.2424 -1.82 -1.46 1.97 -0.362
N 0.3392 -1.3772 0.6465 -0.46 -0.36 -0.31 -0.009
H 2.4890 0.2284 1.7924 -0.69 0.61 0.77 0.059
H 0.9180 0.0950 2.4211 0.00 0.17 -0.24 0.045
H 2.4939 -1.6108 0.5606 0.11 0.91 -0.35 0.098
H 1.7108 -2.3965 1.8599 -0.14 0.38 -0.49 0.090
H -0.2437 -0.6170 0.9406 0.24 0.24 0.11 0.022
H 0.0852 -1.6073 -0.2992 0.70 -0.06 -0.11 0.048
```
Positions in Å, forces in eV/Å.

Kohn-Sham gap   9.3 eV
Maximum force   3.055 eV/Å
LUMO   0.949 eV
Relative energy (zero: lowest compared OMol25 entry of this formula, charge and spin)   140.1 kJ/mol
Charge   0


C3H13N3O | ωB97M-V/def2-TZVPD

Geometry as XYZ:
```
20
Properties=species:S:1:pos:R:3:forces:R:3:lowdin_charge:R:1
N 1.3599 -2.3074 1.8558 -0.54 1.42 -1.93 -0.020
C 1.3589 -1.3286 0.7237 2.68 0.09 -0.59 -0.291
C 0.5720 0.0978 0.7615 -0.02 -0.28 -1.18 -0.172
N 0.0430 0.5572 -0.6374 1.22 0.89 -0.55 -0.125
C -0.8368 -0.3909 -1.4274 2.36 -1.44 -1.00 -0.325
N -1.5606 -1.2961 -0.5754 -0.35 -0.88 0.28 -0.004
H 0.3752 -2.3727 2.0567 0.09 -0.31 1.49 0.044
H 1.9998 -1.9261 2.5370 -0.82 -0.20 0.80 0.055
H 1.1523 -1.9099 -0.1776 -0.89 0.31 -0.05 0.077
H 2.4915 -1.2586 0.5532 -1.39 0.97 0.11 0.115
H -0.3638 -0.0087 1.3631 0.85 -0.01 -0.31 0.086
H 1.1887 0.9588 1.2388 -0.98 -1.54 -1.08 0.120
H 0.8100 0.8759 -1.3418 -1.45 -0.85 2.16 0.123
H -0.0519 -0.9878 -2.0956 -1.56 0.40 1.35 0.114
H -1.4102 0.0718 -2.3116 0.17 -0.12 2.15 0.122
H -2.5025 -1.3839 -0.2481 -0.74 1.45 -1.10 0.066
H -1.1266 -1.8986 0.1024 1.34 0.21 -0.60 0.046
O -0.7499 4.1988 -0.6480 -1.13 3.09 1.82 -0.012
H -0.4955 3.4675 -1.1003 1.85 -3.43 -2.41 -0.051
H -1.5288 3.8367 -0.2396 -0.70 0.25 0.65 0.032
```
Positions in Å, forces in eV/Å.

Kohn-Sham gap   9.2 eV
Maximum force   4.584 eV/Å
LUMO   0.826 eV
Relative energy (zero: lowest compared OMol25 entry of this formula, charge and spin)   323.1 kJ/mol
Charge   0


C3H13N3O | ωB97M-V/def2-TZVPD

Geometry as XYZ:
```
20
Properties=species:S:1:pos:R:3:forces:R:3:lowdin_charge:R:1
N 0.9408 -1.9193 -1.3471 -0.13 -0.29 -0.57 -0.021
C 0.6755 -1.4680 0.0104 -1.25 -0.21 0.62 -0.327
C 1.5112 -0.2445 0.3204 0.33 1.23 -1.42 -0.293
N 1.1840 0.4623 1.5730 0.38 -0.02 0.03 -0.015
H 0.5756 -2.8685 -1.5336 0.22 0.99 0.27 0.075
H 0.5125 -1.2681 -2.0114 0.09 -0.38 0.27 0.059
H 0.9142 -2.3037 0.6820 -0.02 0.23 0.05 0.112
H -0.3949 -1.1812 0.1730 0.71 -0.37 -0.02 0.089
H 1.2926 0.4804 -0.4995 0.23 -0.48 0.36 0.108
H 2.5704 -0.5244 0.2166 -0.12 0.19 0.16 0.108
H 1.5587 1.4346 1.6128 -0.20 -1.29 -0.23 0.103
H 1.6427 -0.0786 2.2968 -0.22 0.37 0.47 0.078
N -1.6403 0.6517 -1.1349 -0.08 0.07 0.17 -0.002
C -1.6008 1.5805 0.0227 -0.69 0.04 -0.23 -0.359
O -1.6395 0.9050 1.2634 0.61 0.39 -0.95 -0.091
H -2.4022 -0.0217 -1.0196 0.18 0.38 0.04 0.074
H -1.8418 1.2011 -1.9748 0.06 -0.29 0.27 0.068
H -0.6902 2.1893 -0.1207 -0.20 -0.16 0.31 0.105
H -2.4725 2.2613 0.0039 0.30 -0.18 0.12 0.107
H -0.6960 0.7119 1.4667 -0.21 -0.24 0.28 0.023
```
Positions in Å, forces in eV/Å.

Kohn-Sham gap   10.0 eV
Maximum force   1.906 eV/Å
LUMO   0.991 eV
Relative energy (zero: lowest compared OMol25 entry of this formula, charge and spin)   98.3 kJ/mol
Charge   0


C3H13N3OP | ωB97M-V/def2-TZVPD

Geometry as XYZ:
```
21
Properties=species:S:1:pos:R:3:forces:R:3:lowdin_charge:R:1
C -0.8894 0.8776 1.2464 -3.41 -5.14 1.59 0.028
C 0.0388 -2.0076 -0.9645 -1.26 -1.98 0.02 -0.055
C -1.0170 -0.2937 0.2913 -0.66 -1.67 -2.13 -0.268
N -2.0339 -0.3881 -0.6452 1.97 3.28 4.91 0.226
N 0.9639 1.4679 -0.9174 0.45 2.56 2.04 -0.231
N -0.0592 -1.2353 0.2204 -1.49 3.13 2.23 0.010
O 2.2179 0.1472 0.9881 -2.51 3.14 0.07 -0.379
P 2.3954 1.6401 0.1084 0.96 -3.36 -0.85 0.883
H -1.6291 0.8721 2.0766 0.26 -0.36 -0.58 0.133
H -1.0621 1.6734 0.7105 -0.52 4.51 -2.73 0.028
H 0.0265 0.7989 1.6482 3.26 0.24 1.41 0.017
H 0.8605 -2.7313 -0.8979 -0.32 0.30 -0.12 0.109
H -0.9648 -2.5893 -1.0154 1.86 0.59 -0.42 0.134
H 0.1517 -1.3205 -1.8005 0.03 -0.30 -0.37 0.090
H -2.0738 -1.0075 -1.3519 0.04 -2.50 -2.58 0.050
H -2.7124 0.3374 -0.6355 -0.52 0.40 -0.03 0.124
H 0.8524 2.5246 -1.0233 -0.56 -1.69 -0.92 0.063
H 0.6817 -0.9916 0.8990 0.17 -0.68 -1.04 0.127
H 1.2075 1.0096 -1.7718 0.36 0.37 -0.86 0.015
H 2.8640 -0.4567 0.8400 3.33 -2.69 -0.78 -0.021
H 1.8913 2.1400 1.2332 -1.43 1.85 1.12 -0.084
```
Positions in Å, forces in eV/Å.

Kohn-Sham gap   9.9 eV
Maximum force   6.373 eV/Å
LUMO   -2.888 eV
Relative energy (zero: lowest compared OMol25 entry of this formula, charge and spin)   24.2 kJ/mol
Charge   +1


C3H13N4 | ωB97M-V/def2-TZVPD

Geometry as XYZ:
```
20
Properties=species:S:1:pos:R:3:forces:R:3:lowdin_charge:R:1
C 1.1394 0.9253 0.7685 -0.75 1.34 -0.04 -0.134
C 1.7336 2.1013 0.4137 -0.67 -0.68 -0.07 -0.173
N 1.2805 3.3754 0.7034 -0.48 -1.24 0.32 0.075
N 1.5403 -0.4123 0.2929 0.23 0.90 -0.52 0.118
H 0.2129 0.9087 1.3642 0.63 -0.02 -0.34 0.111
H 2.6576 2.0878 -0.1693 -0.21 -0.03 0.09 0.127
H 1.6179 4.1036 0.1072 0.12 0.26 -0.04 0.094
H 0.3125 3.4930 1.0244 0.83 -0.11 -0.23 0.118
H 0.6741 -1.0522 -0.0827 0.64 0.12 -0.04 0.085
H 2.0606 -0.8688 1.0200 0.27 -0.66 0.43 0.141
H 2.1711 -0.3345 -0.5175 -0.20 -0.02 0.35 0.158
N -2.9486 -1.5499 -0.4628 0.39 0.23 -0.55 0.015
C -1.6133 -1.3461 0.0474 -0.29 0.18 -0.31 -0.334
N -0.4740 -1.7361 -0.8581 -0.86 -0.40 -0.87 -0.025
H -3.1221 -1.0379 -1.3350 0.12 0.00 0.56 0.085
H -3.0889 -2.5215 -0.6980 -0.20 -0.27 0.20 0.070
H -1.4714 -0.2823 0.2690 -0.15 -0.17 -0.01 0.097
H -1.5100 -1.9038 0.9907 0.08 0.10 -0.39 0.126
H -0.6245 -2.7438 -1.1114 0.57 1.20 0.29 0.122
H -0.5477 -1.2063 -1.7665 -0.06 -0.72 1.18 0.123
```
Positions in Å, forces in eV/Å.

Kohn-Sham gap   9.7 eV
Maximum force   1.539 eV/Å
LUMO   -2.851 eV
Relative energy (zero: lowest compared OMol25 entry of this formula, charge and spin)   196.5 kJ/mol
Charge   +1


C3H13N4 | ωB97M-V/def2-TZVPD

Geometry as XYZ:
```
20
Properties=species:S:1:pos:R:3:forces:R:3:lowdin_charge:R:1
C -1.8507 -0.6332 0.4789 0.21 -0.63 -1.54 -0.007
C 1.6197 0.5978 0.7318 -2.02 -0.21 -0.70 -0.020
C 1.2034 -2.7906 -1.4817 1.25 0.30 1.10 -0.064
N -1.3052 2.9843 -0.1847 3.32 -1.70 1.99 0.027
N -0.6835 0.1822 0.3094 1.43 1.53 0.15 -0.062
N 1.3179 -2.2118 -0.3595 1.20 -0.46 0.20 0.015
N 0.4162 -0.2685 0.6860 -1.22 1.19 1.13 0.008
H -2.7115 0.0474 0.4654 0.05 -0.70 0.09 0.107
H -1.7582 -1.2902 -0.4110 -0.99 0.18 0.33 0.112
H -1.7087 -1.2721 1.3223 -0.31 -0.14 0.76 0.095
H 1.7817 0.6857 1.8245 -0.02 0.67 -0.70 0.118
H 2.4045 0.0035 0.3345 0.77 -0.46 -0.29 0.058
H 1.4545 1.4670 0.0654 0.43 0.06 0.95 0.093
H 0.4640 -2.4507 -2.1677 -0.76 0.07 -0.46 0.057
H 1.9093 -3.5340 -1.8064 0.10 -0.53 -0.31 0.072
H -2.1087 3.4991 -0.3789 -1.44 1.14 -0.28 0.016
H -0.4347 3.5105 -0.4022 -1.16 -0.27 -0.21 0.065
H -0.9668 1.1762 -0.1119 1.39 -0.89 0.21 0.137
H 2.1550 -2.5237 0.2355 -1.55 0.14 -1.21 0.105
H -1.1981 2.8211 0.8501 -0.69 0.73 -1.22 0.068
```
Positions in Å, forces in eV/Å.

Kohn-Sham gap (alpha / beta)   9.1 / 9.1 eV
Maximum force   4.228 eV/Å
LUMO (alpha / beta)   -4.183 / -4.183 eV
Relative energy (zero: lowest compared OMol25 entry of this formula, charge and spin)   452.3 kJ/mol
Charge   +1


C3H13NO2S | ωB97M-V/def2-TZVPD

Geometry as XYZ:
```
20
Properties=species:S:1:pos:R:3:forces:R:3:lowdin_charge:R:1
C -0.2011 1.7349 -1.1946 -0.76 0.03 -0.72 -0.078
C 0.6693 0.7404 -0.4646 0.40 0.67 -0.96 -0.505
C 0.0390 0.3696 0.8900 1.95 0.69 -0.16 -0.641
S 0.9617 -0.7950 1.6719 -0.77 -0.48 0.15 0.937
N 2.0253 1.3768 -0.3373 0.09 -0.95 0.73 0.027
H 0.1534 2.7469 -1.1512 0.54 0.39 0.32 0.068
H -1.2207 1.7413 -0.8374 -0.29 -0.16 -0.03 0.048
H -0.2477 1.4837 -2.2559 -0.07 -0.08 0.01 0.090
H 0.7320 -0.1899 -1.0373 -0.06 0.14 0.18 0.104
H -0.1663 1.2305 1.5214 -0.51 0.08 0.29 0.101
H -0.9960 -0.0031 0.5628 -1.40 -0.45 -0.41 0.106
H -1.9282 -2.7440 1.2414 0.11 0.11 0.06 0.070
H 2.6961 0.8022 -0.8398 -0.09 0.10 -0.24 0.072
H 2.3522 1.2848 0.6216 -0.02 0.30 0.03 0.039
H -1.6501 -1.0213 -1.0285 0.34 -0.86 -0.85 -0.086
H -1.1265 -2.0202 -2.2463 -0.05 0.09 0.09 0.013
O -0.9110 -1.7304 -1.3559 0.27 -0.09 0.22 -0.190
H -1.3976 -2.2324 1.3579 -0.13 -0.15 0.02 0.003
H -3.3986 -0.3344 -0.5626 0.11 -0.04 0.44 0.014
O -2.4824 -0.0590 -0.6909 0.34 0.63 0.81 -0.195
```
Positions in Å, forces in eV/Å.

Kohn-Sham gap   4.7 eV
Maximum force   2.077 eV/Å
LUMO   -4.753 eV
Relative energy (zero: lowest compared OMol25 entry of this formula, charge and spin)   674.1 kJ/mol
Charge   0


C3H13NO3 | ωB97M-V/def2-TZVPD

Geometry as XYZ:
```
20
Properties=species:S:1:pos:R:3:forces:R:3:lowdin_charge:R:1
C -2.7115 -0.7774 -1.0173 -0.48 -0.70 -1.73 -0.175
C -1.4375 -0.1987 -0.4978 3.46 0.93 1.91 -0.192
C -1.3164 0.2409 0.8463 -1.47 -2.31 -3.74 -0.240
N -0.1981 0.6948 1.5547 -1.19 3.19 2.28 -0.016
H -2.5240 -1.7275 -1.6694 -0.31 1.73 1.02 0.094
H -3.2808 -0.0187 -1.6497 0.70 -1.03 0.55 0.081
H -3.3967 -1.0887 -0.2246 0.11 0.11 0.08 0.054
H -0.4390 -0.2343 -1.2177 -2.86 0.52 1.95 0.123
H -2.2061 -0.0614 1.4381 0.63 0.70 -0.06 0.105
H -0.5886 1.3181 2.3986 1.25 -2.13 -2.14 0.153
H 0.3726 1.3982 1.0429 -0.25 -0.91 -0.22 0.062
O 1.3896 2.1847 -0.5125 0.41 -0.17 0.05 -0.073
H 1.8673 1.4156 -0.8885 -0.51 0.31 0.09 0.024
H 0.7836 2.4877 -1.1937 0.03 -0.12 -0.10 0.045
O 1.5916 -1.4582 1.2612 -0.37 -1.59 -0.50 -0.065
H 0.7700 -0.9639 1.3272 -0.27 1.05 0.52 -0.019
H 1.2213 -2.3622 1.2048 0.68 0.33 0.15 0.070
O 1.8095 -0.5306 -1.3487 -0.07 -0.39 -0.15 -0.090
H 1.6488 -1.1206 -2.0944 0.12 0.15 0.07 0.052
H 1.6257 -1.0625 -0.5439 0.39 0.32 -0.04 0.007
```
Positions in Å, forces in eV/Å.

Kohn-Sham gap   8.9 eV
Maximum force   4.636 eV/Å
LUMO   0.716 eV
Relative energy (zero: lowest compared OMol25 entry of this formula, charge and spin)   131.3 kJ/mol
Charge   0


C3H13NO3 | ωB97M-V/def2-TZVPD

Geometry as XYZ:
```
20
Properties=species:S:1:pos:R:3:forces:R:3:lowdin_charge:R:1
C 0.0422 0.0610 -2.4537 0.03 0.19 -0.38 -0.002
C 0.3612 -0.2707 -1.2140 -0.27 -0.48 0.04 -0.173
C 1.0333 -1.5918 -0.8513 -0.66 0.77 -0.31 -0.266
N 0.6491 -2.0428 0.4965 0.28 -0.16 -0.01 -0.017
H -0.4716 0.9681 -2.7500 0.10 0.10 0.46 0.050
H 0.3200 -0.5599 -3.2942 0.03 -0.34 -0.02 0.052
H 0.0746 0.3603 -0.3839 0.10 0.17 0.09 0.071
H 2.1066 -1.4419 -0.9240 0.20 -0.24 0.10 0.110
H 0.7004 -2.3076 -1.6048 0.40 -0.14 -0.05 0.106
H 1.4581 -2.4101 0.9929 -0.22 0.21 -0.03 0.077
H 0.0133 -2.8238 0.4186 -0.09 -0.12 -0.02 0.071
O -0.6118 3.0300 -0.7757 0.01 0.03 -0.04 -0.071
H -0.4112 2.7235 0.1204 0.04 0.01 0.15 -0.014
H -0.6894 3.9840 -0.6855 -0.03 -0.02 -0.03 0.032
O -0.2115 2.0769 2.0071 0.23 -0.01 -0.03 -0.058
H 0.5511 1.9499 2.5863 -0.16 0.07 -0.19 0.055
H -0.6503 1.2148 1.9993 -0.19 -0.10 0.24 0.000
O -1.3470 -0.6243 2.2659 -0.09 0.06 -0.18 -0.068
H -1.9386 -1.3023 2.6028 -0.07 0.12 0.06 0.045
H -0.9785 -0.9933 1.4475 0.37 -0.12 0.16 0.000
```
Positions in Å, forces in eV/Å.

Kohn-Sham gap   10.2 eV
Maximum force   1.061 eV/Å
LUMO   0.679 eV
Relative energy (zero: lowest compared OMol25 entry of this formula, charge and spin)   83.5 kJ/mol
Charge   0


C3H13NO3 | ωB97M-V/def2-TZVPD

Geometry as XYZ:
```
20
Properties=species:S:1:pos:R:3:forces:R:3:lowdin_charge:R:1
C -0.6649 1.4873 2.9619 -1.22 -0.93 -0.11 0.002
C -0.3707 1.4403 1.6671 1.36 1.46 0.36 -0.194
C -1.0711 0.6757 0.6123 -1.53 -0.39 -0.12 -0.287
N -0.5873 -0.7262 0.5967 -0.27 0.37 -0.07 0.005
H -0.0868 1.8724 3.7863 0.33 0.56 -0.39 0.051
H -1.6049 1.0388 3.2912 0.17 -0.25 0.00 0.060
H 0.4649 2.0638 1.3385 0.22 -0.51 0.03 0.099
H -0.9943 1.1000 -0.3881 0.52 0.07 0.08 0.087
H -2.1550 0.7316 0.8168 0.10 -0.20 0.15 0.110
H -1.2364 -1.2971 0.0595 0.15 0.04 0.00 0.080
H -0.6519 -1.0498 1.5541 0.03 -0.19 0.07 0.069
O 0.1353 0.8795 -2.7430 0.49 0.05 -0.32 -0.049
H 0.7559 1.5594 -3.0280 -0.13 0.47 0.39 0.051
H 0.4135 0.1884 -3.3503 -0.34 -0.50 -0.23 0.025
O 0.4833 -2.1698 -2.6475 -0.09 0.15 -0.35 -0.054
H 0.2764 -1.3060 -2.2788 -0.08 -0.10 0.34 -0.019
H 1.4366 -2.2464 -2.5490 0.09 -0.14 0.21 0.038
O 2.2116 -1.5377 0.0058 0.06 -0.17 0.17 -0.079
H 1.6089 -1.8064 0.7112 0.23 -0.14 -0.04 0.019
H 1.6367 -0.8977 -0.4167 -0.10 0.34 -0.17 -0.012
```
Positions in Å, forces in eV/Å.

Kohn-Sham gap   10.2 eV
Maximum force   2.028 eV/Å
LUMO   0.547 eV
Relative energy (zero: lowest compared OMol25 entry of this formula, charge and spin)   130.7 kJ/mol
Charge   0


C3H13NO3 | ωB97M-V/def2-TZVPD

Geometry as XYZ:
```
20
Properties=species:S:1:pos:R:3:forces:R:3:lowdin_charge:R:1
C -0.0984 0.0805 1.5645 2.63 -0.87 0.43 -0.319
C 1.1366 0.3244 0.6496 -2.76 1.77 -0.49 -0.202
C 1.3017 -0.7886 -0.3881 0.53 -0.77 1.04 -0.281
O 2.0052 -0.3678 -1.5602 -0.16 -0.32 0.89 -0.079
N -0.2823 1.1340 2.5359 -0.52 0.63 0.60 -0.020
H -0.9325 0.1018 0.8751 -0.99 -0.61 0.05 0.035
H 0.1358 -0.9284 2.0431 -1.22 0.73 -0.68 0.141
H 0.8376 1.2603 0.0886 0.87 -0.52 0.56 0.111
H 1.9088 0.5254 1.3761 1.01 -0.05 -0.52 0.103
H 1.8954 -1.5257 0.2339 -0.48 0.04 -1.54 0.132
H 0.3144 -1.2132 -0.7411 0.97 0.33 0.93 0.114
H 1.3189 0.1372 -2.0095 0.01 0.24 -0.36 0.043
H 0.4549 1.2966 3.2297 -0.07 -0.45 -0.73 0.079
H -1.1288 0.9742 3.0772 0.15 0.04 -0.16 0.068
H -2.0302 -0.3922 -0.9955 0.00 -0.72 -0.15 -0.049
H -1.2155 0.5282 -2.8376 -1.37 0.42 0.32 0.000
O -0.7875 0.6881 -1.9899 0.85 0.65 3.58 -0.240
H -1.3338 1.0970 -0.3226 0.73 -0.89 -3.64 0.410
H -3.3007 -1.1959 -0.6130 0.40 0.01 0.10 0.051
O -2.3546 -1.1104 -0.4132 -0.57 0.35 -0.20 -0.095
```
Positions in Å, forces in eV/Å.

Kohn-Sham gap   6.9 eV
Maximum force   3.823 eV/Å
LUMO   -2.657 eV
Relative energy (zero: lowest compared OMol25 entry of this formula, charge and spin)   586.6 kJ/mol
Charge   0